i.
Entry from OMol25: a single C26H33N3O5 molecule (ωB97M-V/def2-TZVPD).

Each atom is followed by the atoms it is bonded to, with distances in Å.
Element x y z (Å)
1 C 4.951 -1.435 3.995  C2 1.521, H35 1.087, H36 1.087, H37 1.086
2 C 3.829 -2.283 3.415  C1 1.521, O3 1.431, H38 1.095, H39 1.092
3 O 2.548 -1.706 3.688  C2 1.431, C4 1.331
4 C 2.125 -0.742 2.874  O3 1.331, O5 1.205, C6 1.515
5 O 2.732 -0.360 1.905  C4 1.205
6 C 0.768 -0.216 3.292  C4 1.515, C7 1.532, C34 1.543, H40 1.094
7 C 0.756 0.214 4.763  C6 1.532, C8 1.526, H41 1.092, H42 1.092
8 C -0.652 0.644 5.163  C7 1.526, C9 1.527, H43 1.090, H44 1.092
9 C -1.643 -0.485 4.885  C8 1.527, N10 1.449, H45 1.091, H46 1.095
10 N -1.584 -0.869 3.489  C9 1.449, C11 1.359, C34 1.438
11 C -2.607 -0.523 2.663  N10 1.359, O12 1.216, C13 1.496
12 O -3.607 0.036 3.071  C11 1.216
13 C -2.461 -0.894 1.221  C11 1.496, C14 1.390, C33 1.390
14 C -2.372 -2.221 0.814  C13 1.390, C15 1.384, H47 1.081
15 C -2.284 -2.530 -0.532  C14 1.384, C16 1.389, H48 1.081
16 C -2.300 -1.526 -1.491  C15 1.389, C17 1.508, C32 1.391
17 C -2.088 -1.835 -2.952  C16 1.508, N18 1.456, H49 1.093, H50 1.092
18 N -0.784 -1.336 -3.365  C17 1.456, C19 1.352, H51 1.012
19 C -0.679 -0.081 -3.856  N18 1.352, C20 1.399, C30 1.469
20 C 0.325 0.889 -3.956  C19 1.399, N21 1.344, C28 1.477
21 N 1.596 1.025 -3.542  C20 1.344, C22 1.448, C27 1.451
22 C 2.143 0.171 -2.508  N21 1.448, C23 1.529, H52 1.091, H53 1.095
23 C 1.782 0.726 -1.130  C22 1.529, C24 1.532, H54 1.090, H55 1.094
24 C 2.328 2.151 -0.992  C23 1.532, C25 1.525, C26 1.532, H56 1.096
25 C 1.933 2.743 0.357  C24 1.525, H57 1.088, H58 1.087, H59 1.087
26 C 1.828 3.016 -2.152  C24 1.532, C27 1.532, H60 1.091, H61 1.093
27 C 2.150 2.366 -3.501  N21 1.451, C26 1.532, H62 1.090, H63 1.094
28 C -0.550 1.784 -4.740  C20 1.477, O29 1.209, C30 1.514
29 O -0.410 2.864 -5.266  C28 1.209
30 C -1.649 0.755 -4.577  C19 1.469, C28 1.514, O31 1.212
31 O -2.829 0.662 -4.831  C30 1.212
32 C -2.424 -0.203 -1.081  C16 1.391, C33 1.381, H64 1.080
33 C -2.509 0.111 0.261  C13 1.390, C32 1.381, H65 1.080
34 C -0.285 -1.322 3.069  C6 1.543, N10 1.438, H66 1.091, H67 1.097
35 H 4.970 -0.462 3.512  C1 1.087
36 H 4.805 -1.297 5.064  C1 1.087
37 H 5.904 -1.930 3.829  C1 1.086
38 H 3.949 -2.382 2.332  C2 1.095
39 H 3.799 -3.270 3.880  C2 1.092
40 H 0.527 0.637 2.650  C6 1.094
41 H 1.459 1.035 4.913  C7 1.092
42 H 1.075 -0.627 5.381  C7 1.092
43 H -0.679 0.901 6.222  C8 1.090
44 H -0.947 1.525 4.590  C8 1.092
45 H -2.665 -0.166 5.094  C9 1.091
46 H -1.401 -1.359 5.499  C9 1.095
47 H -2.378 -3.010 1.552  C14 1.081
48 H -2.208 -3.564 -0.839  C15 1.081
49 H -2.120 -2.914 -3.129  C17 1.093
50 H -2.842 -1.345 -3.570  C17 1.092
51 H -0.013 -1.688 -2.812  N18 1.012
52 H 1.779 -0.849 -2.642  C22 1.091
53 H 3.231 0.160 -2.628  C22 1.095
54 H 2.197 0.097 -0.342  C23 1.090
55 H 0.693 0.739 -1.021  C23 1.094
56 H 3.422 2.101 -1.041  C24 1.096
57 H 0.850 2.819 0.435  C25 1.088
58 H 2.356 3.737 0.479  C25 1.087
59 H 2.297 2.106 1.158  C25 1.087
60 H 2.285 4.005 -2.107  C26 1.091
61 H 0.745 3.141 -2.074  C26 1.093
62 H 1.726 2.949 -4.318  C27 1.090
63 H 3.233 2.290 -3.637  C27 1.094
64 H -2.463 0.582 -1.823  C32 1.080
65 H -2.616 1.138 0.577  C33 1.080
66 H -0.307 -1.599 2.014  C34 1.091
67 H -0.004 -2.199 3.664  C34 1.097

Properties
Gap between HOMO and LUMO   0.299 Ha

Mulliken atomic charge list, values in e, 5 entries: number 1, C, carries -1.11; number 2, C, carries -0.31; number 3, O, carries -0.39; number 4, C, carries -0.43; number 5, O, carries -0.59

---

ii.
Entry from OMol25: a single C26H33N3O5 molecule (ωB97M-V/def2-TZVPD).

Each atom is followed by the atoms it is bonded to, with distances in Å.
Element x y z (Å)
1 C 0.897 3.278 -3.122  C2 1.521, H35 1.086, H36 1.086, H37 1.086
2 C 0.238 2.061 -2.492  C1 1.521, O3 1.412, H38 1.099, H39 1.101
3 O 1.261 1.143 -2.168  C2 1.412, C4 1.361
4 C 0.926 -0.038 -1.578  O3 1.361, C5 1.382, C24 1.415
5 C -0.359 -0.435 -1.263  C4 1.382, C6 1.399, H40 1.079
6 C -0.592 -1.666 -0.642  C5 1.399, C7 1.491, C22 1.386
7 C -1.955 -2.147 -0.274  C6 1.491, O8 1.215, N9 1.364
8 O -2.217 -3.327 -0.150  C7 1.215
9 N -2.847 -1.138 -0.056  C7 1.364, C10 1.392, H41 1.012
10 C -4.202 -1.192 0.259  N9 1.392, C11 1.388, C15 1.408
11 C -4.953 -2.358 0.241  C10 1.388, C12 1.384, H42 1.077
12 C -6.311 -2.307 0.502  C11 1.384, C13 1.383, H43 1.079
13 C -6.928 -1.098 0.771  C12 1.383, C14 1.386, H44 1.080
14 C -6.182 0.069 0.807  C13 1.386, C15 1.385, H45 1.080
15 C -4.818 0.036 0.568  C10 1.408, C14 1.385, N16 1.421
16 N -3.982 1.186 0.575  C15 1.421, C17 1.458, C21 1.450
17 C -3.199 1.373 1.790  N16 1.458, C18 1.530, H46 1.091, H47 1.103
18 C -2.090 2.383 1.491  C17 1.530, O19 1.409, H48 1.091, H49 1.103
19 O -2.617 3.608 1.035  C18 1.409, C20 1.409
20 C -3.431 3.424 -0.101  O19 1.409, C21 1.531, H50 1.091, H51 1.102
21 C -4.577 2.449 0.184  N16 1.450, C20 1.531, H52 1.091, H53 1.102
22 C 0.483 -2.494 -0.357  C6 1.386, C23 1.385, H54 1.078
23 C 1.778 -2.110 -0.666  C22 1.385, C24 1.384, H55 1.078
24 C 2.013 -0.891 -1.278  C4 1.415, C23 1.384, O25 1.362
25 O 3.233 -0.412 -1.649  C24 1.362, C26 1.410
26 C 4.376 -1.202 -1.410  O25 1.410, C27 1.537, H56 1.097, H57 1.095
27 C 4.742 -1.402 0.069  C26 1.537, O28 1.219, N29 1.344
28 O 4.976 -2.524 0.484  C27 1.219
29 N 4.787 -0.310 0.850  C27 1.344, C30 1.446, C34 1.451
30 C 4.681 1.068 0.425  N29 1.446, C31 1.531, H58 1.087, H59 1.097
31 C 6.034 1.765 0.583  C30 1.531, C32 1.527, H60 1.091, H61 1.092
32 C 6.508 1.665 2.031  C31 1.527, C33 1.527, H62 1.091, H63 1.093
33 C 6.553 0.200 2.459  C32 1.527, C34 1.528, H64 1.091, H65 1.092
34 C 5.189 -0.450 2.237  N29 1.451, C33 1.528, H66 1.091, H67 1.096
35 H 1.442 2.982 -4.013  C1 1.086
36 H 1.596 3.726 -2.421  C1 1.086
37 H 0.141 4.011 -3.390  C1 1.086
38 H -0.473 1.608 -3.197  C2 1.099
39 H -0.307 2.358 -1.583  C2 1.101
40 H -1.189 0.196 -1.544  C5 1.079
41 H -2.519 -0.184 -0.137  N9 1.012
42 H -4.466 -3.292 0.015  C11 1.077
43 H -6.891 -3.217 0.484  C12 1.079
44 H -7.990 -1.059 0.962  C13 1.080
45 H -6.667 1.008 1.029  C14 1.080
46 H -2.767 0.421 2.105  C17 1.091
47 H -3.828 1.760 2.608  C17 1.103
48 H -1.522 2.614 2.393  C18 1.091
49 H -1.407 1.964 0.734  C18 1.103
50 H -3.815 4.411 -0.361  C20 1.091
51 H -2.827 3.037 -0.937  C20 1.102
52 H -5.175 2.301 -0.717  C21 1.091
53 H -5.213 2.877 0.976  C21 1.102
54 H 0.294 -3.445 0.114  C22 1.078
55 H 2.594 -2.768 -0.417  C23 1.078
56 H 4.269 -2.199 -1.854  C26 1.097
57 H 5.195 -0.683 -1.917  C26 1.095
58 H 4.331 1.130 -0.602  C30 1.087
59 H 3.941 1.562 1.067  C30 1.097
60 H 5.940 2.809 0.282  C31 1.091
61 H 6.764 1.286 -0.073  C31 1.092
62 H 7.496 2.118 2.135  C32 1.091
63 H 5.818 2.212 2.677  C32 1.093
64 H 6.829 0.117 3.510  C33 1.091
65 H 7.300 -0.333 1.867  C33 1.092
66 H 5.223 -1.516 2.467  C34 1.091
67 H 4.435 0.032 2.869  C34 1.096

Properties
Gap between HOMO and LUMO   0.318 Ha

Mulliken atomic charge list, values in e, 5 entries: number 1, C, carries -1.56; number 2, C, carries 0.08; number 3, O, carries -0.46; number 4, C, carries 0.44; number 5, C, carries -0.51

---

Computed relative energies in units of kJ/mol: i 0.0; ii 30.3

---

i.
Entry from OMol25: a gas-phase ion, C8H14N3O (charge +1) (ωB97M-V/def2-TZVPD).

Each atom is followed by the atoms it is bonded to, with distances in Å.
Element x y z (Å)
1 C 2.578 1.173 2.485  C2 1.331, H13 1.066, H14 1.028
2 C 1.674 0.641 1.667  C1 1.331, N3 1.369, C11 1.499
3 N 0.657 1.303 1.034  C2 1.369, C4 1.399, H15 1.048
4 C 0.098 0.416 0.108  N3 1.399, C5 1.398, N8 1.383
5 C -0.676 0.905 -0.949  C4 1.398, C6 1.538, N7 1.452
6 C -0.867 0.194 -2.299  C5 1.538, H16 1.157, H17 1.023, H18 1.077
7 N -1.003 2.314 -1.079  C5 1.452, H19 1.027, H20 1.002, H21 1.078
8 N 0.453 -0.891 0.390  C4 1.383, C9 1.494, C11 1.352
9 C -0.134 -2.200 -0.027  N8 1.494, C10 1.532, H22 1.029, H23 1.038
10 C -1.653 -2.189 0.179  C9 1.532, H24 1.004, H25 1.148, H26 1.100
11 C 1.465 -0.792 1.281  C2 1.499, N8 1.352, O12 1.214
12 O 2.146 -1.688 1.738  C11 1.214
13 H 2.781 2.212 2.609  C1 1.066
14 H 3.319 0.585 2.890  C1 1.028
15 H 0.437 2.324 0.954  N3 1.048
16 H 0.016 -0.552 -2.344  C6 1.157
17 H -0.853 0.806 -3.118  C6 1.023
18 H -1.606 -0.582 -2.189  C6 1.077
19 H -0.160 2.843 -1.335  N7 1.027
20 H -1.242 2.692 -0.183  N7 1.002
21 H -1.792 2.537 -1.779  N7 1.078
22 H 0.341 -2.939 0.508  C9 1.029
23 H 0.152 -2.420 -1.000  C9 1.038
24 H -2.065 -1.511 -0.436  C10 1.004
25 H -2.055 -3.145 -0.312  C10 1.148
26 H -2.013 -2.037 1.208  C10 1.100

Properties
Gap between HOMO and LUMO   0.293 Ha
Total charge   +1

Mulliken atomic charge list, values in e, 5 entries: number 1, C, carries -1.22; number 2, C, carries 0.61; number 3, N, carries -0.11; number 4, C, carries -0.27; number 5, C, carries 0.32

---

ii.
Entry from OMol25: a gas-phase ion, C8H14N3O (charge +1) (ωB97M-V/def2-TZVPD).

Each atom is followed by the atoms it is bonded to, with distances in Å.
Element x y z (Å)
1 C -0.145 -2.595 -0.417  N2 1.471, H13 1.079, H14 1.206, H15 1.044
2 N -0.809 -1.324 -0.084  C1 1.471, C3 1.288, C12 1.476
3 C -0.198 -0.225 0.195  N2 1.288, C4 1.500, N7 1.401
4 C -1.072 0.930 0.589  C3 1.500, C5 1.607, C11 1.600, H16 1.042
5 C -0.347 2.274 0.090  C4 1.607, C6 1.522, H17 1.122, H18 1.088
6 C 1.042 1.691 -0.122  C5 1.522, N7 1.420, H19 1.162, H20 1.079
7 N 1.099 0.282 0.040  C3 1.401, C6 1.420, C8 1.385
8 C 2.309 -0.340 0.301  N7 1.385, N9 1.335, O10 1.241
9 N 3.355 0.242 -0.290  C8 1.335, H21 1.043, H22 1.024
10 O 2.354 -1.367 0.998  C8 1.241
11 C -2.513 0.387 0.154  C4 1.600, C12 1.567, H23 1.093, H24 1.026
12 C -2.258 -1.159 0.140  N2 1.476, C11 1.567, H25 1.049, H26 1.063
13 H 0.864 -2.615 -0.035  C1 1.079
14 H -0.058 -2.504 -1.616  C1 1.206
15 H -0.635 -3.475 -0.142  C1 1.044
16 H -1.096 0.862 1.628  C4 1.042
17 H -0.302 3.118 0.828  C5 1.122
18 H -0.863 2.734 -0.750  C5 1.088
19 H 1.420 1.802 -1.215  C6 1.162
20 H 1.836 2.163 0.435  C6 1.079
21 H 3.357 1.120 -0.853  N9 1.043
22 H 4.195 -0.343 -0.272  N9 1.024
23 H -2.750 0.660 -0.878  C11 1.093
24 H -3.254 0.794 0.736  C11 1.026
25 H -2.582 -1.501 1.077  C12 1.049
26 H -2.946 -1.611 -0.534  C12 1.063

Properties
Gap between HOMO and LUMO   0.383 Ha
Total charge   +1

Mulliken atomic charge list, values in e, 5 entries: number 1, C, carries -0.87; number 2, N, carries 0.13; number 3, C, carries -0.18; number 4, C, carries 0.29; number 5, C, carries -0.87

---

Computed relative energies in units of kJ/mol: i 203.7; ii 0.0